Record 1
A molecular structure, C33H48GeLiN2O5S3Si, computed with ωB97M-V with the def2-TZVPD basis set.

Each line ends with the Mulliken spin population.
Cartesian coordinates (Å):
1 Li -0.29953 -1.18039 -1.46527  -0.02
2 N 3.98447 -5.86214 -5.32798  0.20
3 C 3.30452 -5.11987 -4.73646  0.01
4 C 2.49023 -4.23173 -4.02826  0.28
5 C 1.47545 -3.43872 -4.66266  0.08
6 C 0.71007 -2.58615 -3.91888  0.02
7 N 0.82257 -2.40807 -2.57279  0.27
8 C 1.78633 -3.15972 -1.97119  0.07
9 C 2.60959 -4.04092 -2.61043  0.07
10 H 1.31542 -3.50473 -5.73156  0.02
11 H -0.04037 -1.96969 -4.40330  0.03
12 H 1.87768 -3.01307 -0.90101  -0.05
13 H 3.34294 -4.59877 -2.04011  0.01
14 C 0.53571 -4.71306 1.15682  -0.02
15 C 0.55538 -3.62692 2.23650  0.00
16 C 0.24553 -4.26064 3.59253  0.00
17 C 1.94454 -2.98267 2.29250  0.00
18 Si -0.68769 -2.26343 1.71670  -0.01
19 O -0.41426 -1.67024 0.29049  0.03
20 C -2.41927 -3.07307 1.76958  0.00
21 C -3.14933 -3.43275 2.90551  0.00
22 C -4.39476 -4.04309 2.81245  0.00
23 C -4.94329 -4.31717 1.56698  0.00
24 C -4.23687 -3.97471 0.42165  0.00
25 C -2.99527 -3.36077 0.52696  0.00
26 C -0.54494 -0.90507 3.05095  0.00
27 C 0.14050 0.24965 2.65418  0.00
28 C 0.39532 1.28614 3.54350  0.00
29 C -0.04497 1.20206 4.85785  0.00
30 C -0.73628 0.07287 5.27348  0.00
31 C -0.97305 -0.96515 4.37945  0.00
32 H 1.30301 -5.47236 1.36053  0.00
33 H 0.72965 -4.29514 0.16690  0.02
34 H -0.43361 -5.21964 1.12403  0.00
35 H 0.98641 -5.03779 3.82611  0.00
36 H -0.73963 -4.73641 3.59924  0.00
37 H 0.27840 -3.52386 4.39960  0.00
38 H 2.71617 -3.74357 2.47261  0.00
39 H 2.00559 -2.24419 3.09751  0.00
40 H 2.17994 -2.47162 1.35714  0.00
41 H -2.74979 -3.23322 3.89316  0.00
42 H -4.93818 -4.30384 3.71419  0.00
43 H -5.91414 -4.79332 1.49003  0.00
44 H -4.65319 -4.18189 -0.55739  0.00
45 H -2.45067 -3.08297 -0.36940  0.00
46 H 0.47508 0.31972 1.62347  0.00
47 H 0.93611 2.16300 3.20589  0.00
48 H 0.14874 2.01136 5.55283  0.00
49 H -1.08798 -0.00368 6.29677  0.00
50 H -1.50324 -1.83869 4.74181  0.00
51 C 3.11853 4.38320 -1.43080  0.00
52 C 2.82110 4.65650 0.03944  0.00
53 C 1.33465 4.56124 0.38786  0.00
54 C 0.74577 3.16426 0.12946  0.00
55 Ge -0.47335 3.11408 -1.42416  0.00
56 C -2.03627 4.21796 -0.91023  0.00
57 C -2.02625 5.59846 -1.57346  0.00
58 C -3.42021 6.21165 -1.71209  0.00
59 C -4.09287 6.46717 -0.36779  0.00
60 H 4.18645 4.47726 -1.64051  0.00
61 H 2.58005 5.08243 -2.07518  0.00
62 H 2.81451 3.37430 -1.71342  0.00
63 H 3.19597 5.65054 0.31002  0.00
64 H 3.36845 3.93561 0.65590  0.00
65 H 0.79718 5.33251 -0.18320  0.00
66 H 1.20722 4.83975 1.43964  0.00
67 H 0.17537 2.81119 0.98830  0.00
68 H 1.53795 2.43212 -0.04108  0.00
69 H 0.21492 3.84426 -2.60654  0.00
70 H -2.02525 4.29023 0.17984  0.00
71 H -2.92931 3.66277 -1.19688  0.00
72 H -1.56939 5.53550 -2.56576  0.00
73 H -1.39615 6.28567 -0.99546  0.00
74 H -4.03896 5.53437 -2.30839  0.00
75 H -3.35514 7.15093 -2.27217  0.00
76 H -4.20080 5.53873 0.19465  0.00
77 H -5.08670 6.90383 -0.48970  0.00
78 H -3.49556 7.15282 0.23969  0.00
79 C 4.45905 -0.80364 -0.80487  0.01
80 S 2.96909 0.16694 -1.09601  0.00
81 C 2.96608 0.09681 -2.89651  0.02
82 H 4.35049 -1.79344 -1.25122  0.00
83 H 4.58018 -0.91146 0.27317  0.00
84 H 5.34348 -0.31259 -1.21563  0.00
85 H 3.84623 0.59920 -3.30268  0.00
86 H 2.06515 0.60014 -3.24276  0.00
87 H 2.93368 -0.94130 -3.22766  -0.01
88 S -3.19748 0.26015 0.65996  0.00
89 C -2.23905 1.34332 0.19734  0.00
90 O -0.33591 0.96288 -4.31039  0.00
91 S -1.03038 0.97222 -3.04710  0.00
92 O -1.61829 -0.31063 -2.67538  0.00
93 O -0.01924 1.32368 -1.88955  0.00
94 O -1.97006 2.11845 -2.90193  0.00

Forces on the atoms, in the same order (eV/Å):
Li 0.065 -0.177 0.214
N 0.000 0.001 0.003
C -0.003 -0.005 -0.003
C 0.014 -0.015 0.002
C -0.022 0.045 0.020
C 0.031 0.011 -0.069
N -0.003 -0.004 -0.037
C 0.026 0.010 -0.073
C 0.017 0.010 0.022
H 0.013 -0.010 -0.001
H -0.007 -0.006 0.006
H 0.034 0.064 -0.008
H 0.006 -0.002 -0.013
C 0.001 0.029 -0.015
C -0.011 0.034 0.004
C -0.027 -0.005 -0.018
C -0.005 -0.022 0.014
Si -0.014 -0.092 0.064
O -0.004 0.041 -0.079
C 0.011 0.025 0.024
C -0.032 0.003 -0.005
C -0.001 -0.002 0.006
C 0.011 0.005 -0.009
C -0.004 -0.003 0.010
C -0.011 0.019 -0.012
C 0.018 0.009 -0.021
C 0.008 -0.002 0.031
C -0.005 0.004 -0.031
C -0.007 -0.001 -0.007
C 0.007 -0.004 0.003
C -0.005 -0.006 0.010
H 0.002 -0.004 0.012
H -0.074 -0.089 0.092
H -0.003 0.003 -0.010
H 0.007 0.006 -0.002
H 0.013 0.008 0.003
H -0.008 0.014 0.020
H -0.001 -0.005 -0.006
H 0.008 -0.004 -0.006
H 0.024 0.021 -0.055
H -0.005 -0.020 -0.013
H -0.001 -0.002 0.000
H -0.003 0.001 0.001
H -0.003 0.000 0.002
H 0.001 0.002 0.008
H -0.011 0.016 -0.009
H 0.000 0.008 -0.008
H -0.004 0.002 0.000
H 0.002 0.002 0.000
H 0.010 0.012 -0.004
C -0.021 -0.004 0.003
C 0.003 -0.002 -0.009
C 0.009 0.024 0.022
C -0.025 -0.024 -0.083
Ge 0.608 0.085 0.116
C -0.048 -0.150 -0.034
C 0.014 -0.007 -0.018
C -0.001 0.008 0.039
C -0.004 -0.005 -0.010
H -0.001 -0.002 -0.002
H 0.002 0.006 0.003
H 0.013 -0.002 -0.001
H -0.006 0.001 0.002
H -0.002 -0.003 -0.007
H 0.004 -0.001 -0.005
H 0.001 -0.012 -0.006
H -0.058 0.000 0.035
H 0.005 0.009 0.039
H -0.045 0.068 0.041
H -0.028 0.011 0.000
H 0.008 -0.004 -0.025
H -0.045 -0.028 -0.011
H 0.036 -0.013 -0.018
H 0.002 -0.004 0.001
H 0.006 0.000 0.005
H -0.007 0.003 0.001
H 0.002 0.003 0.002
H 0.001 -0.001 0.002
C -0.019 -0.025 0.016
S 0.031 0.014 -0.028
C -0.008 0.001 0.009
H -0.009 -0.005 0.004
H 0.005 -0.005 -0.004
H -0.004 0.006 0.000
H 0.003 0.001 0.010
H -0.016 -0.007 -0.011
H -0.003 0.015 -0.002
S 0.078 -0.009 -0.075
C -0.077 -0.032 0.130
O 0.082 -0.044 0.011
S -0.271 0.259 -0.085
O -0.009 -0.032 0.039
O -0.218 0.166 0.003
O -0.037 -0.186 -0.154

Max |F| = 0.6 eV Å⁻¹
Highest occupied orbital energy (spin up / spin down) = 0.3 / -3.4 eV
Net charge = -2
Multiplicity = 2
Lowest unoccupied orbital energy (spin up / spin down) = 4.05 / 4.05 eV

=====

Record 2
A molecular structure, C33H48P2Tb, computed with ωB97M-V with the def2-TZVPD basis set.

Each line ends with the Mulliken spin population.
Cartesian coordinates (Å):
1 Tb 1.27907 0.26185 -0.05993  6.09
2 C -0.67172 -0.44820 1.45262  -0.02
3 C -0.23829 -1.53025 0.60377  0.01
4 C 1.43897 -1.08201 2.14966  -0.02
5 C 0.36006 -0.18972 2.40677  0.01
6 C 1.08360 -1.92558 1.04525  -0.02
7 C -2.01428 0.18657 1.47075  0.01
8 H -2.47899 0.19558 0.47391  0.00
9 H -1.96436 1.21351 1.85266  0.00
10 H -2.69014 -0.36158 2.14678  0.00
11 C 0.27575 0.73632 3.57311  -0.01
12 H -0.76202 0.91723 3.89542  0.00
13 H 0.71403 1.71783 3.34676  0.00
14 H 0.84801 0.36435 4.43500  0.00
15 C 2.65943 -1.16062 2.99314  0.00
16 H 2.40870 -0.98514 4.04634  0.00
17 H 3.40455 -0.39520 2.73215  0.00
18 H 3.12731 -2.14949 2.93264  0.00
19 C 1.86542 -3.09547 0.56143  0.00
20 H 1.53136 -4.02591 1.04823  0.00
21 H 2.93388 -2.99198 0.79360  0.00
22 H 1.73624 -3.25709 -0.51722  0.00
23 C -0.98662 -2.14893 -0.52698  0.00
24 H -0.92026 -3.24279 -0.45266  0.00
25 H -0.59418 -1.89584 -1.53298  0.00
26 H -2.05162 -1.88334 -0.49913  0.00
27 C -1.84912 2.81664 -3.11044  0.00
28 C -2.73248 1.99036 -2.53001  0.00
29 C -2.64094 0.49686 -2.66176  -0.01
30 C -2.36952 -0.01267 -4.11103  0.00
31 C -1.05868 -0.51881 -4.51167  -0.08
32 C 0.23832 -0.13777 -3.93929  0.02
33 C 0.14714 1.12164 -3.00961  -0.02
34 C -0.59490 2.28488 -3.73746  0.01
35 H -3.60485 0.06491 -2.37123  0.00
36 H -2.74276 0.73875 -4.82946  0.00
37 H -1.94704 0.02779 -1.94097  0.00
38 H -0.91926 1.90837 -4.80133  0.00
39 H -1.97352 3.91040 -3.11362  0.00
40 H -3.60385 2.36884 -1.97894  0.00
41 H 0.11812 3.11683 -3.84466  0.00
42 H -0.37211 0.86256 -2.06074  0.01
43 H 0.60999 -1.00630 -3.33467  0.03
44 H 1.14954 1.48315 -2.72203  0.01
45 H -3.07937 -0.84918 -4.26495  0.00
46 H -1.09157 -1.48196 -5.04479  0.01
47 P -0.23354 2.10814 -6.23607  -0.01
48 C -0.37413 3.80973 -6.74299  0.00
49 C -1.28526 1.10193 -7.28501  0.00
50 P 1.63879 -0.01108 -5.15660  -0.01
51 C 1.44954 1.56506 -6.06596  0.00
52 C 1.49775 -1.25464 -6.45329  0.00
53 C 3.27999 -0.06191 -4.47250  0.02
54 H 0.53880 4.36397 -6.48612  0.00
55 H -1.23914 4.26952 -6.24566  0.00
56 H -0.52035 3.83125 -7.83400  0.00
57 H -1.18320 1.47780 -8.31560  0.00
58 H -2.33626 1.21235 -6.97481  0.00
59 H -1.03017 0.03479 -7.26835  0.00
60 H 3.98011 0.19529 -5.27897  0.00
61 H 3.49352 -1.07831 -4.11901  0.00
62 H 3.40294 0.66774 -3.66280  -0.01
63 H 2.07326 2.34191 -5.59496  0.00
64 H 1.82214 1.42155 -7.09676  0.00
65 H 2.23447 -2.03504 -6.22435  0.00
66 H 1.77862 -0.80697 -7.41619  0.00
67 H 0.48984 -1.68232 -6.53529  0.00
68 C 4.11240 3.08140 2.95401  0.00
69 C 4.19746 2.12144 1.93274  -0.01
70 C 3.12702 1.92033 1.05569  -0.01
71 C 1.90442 2.65910 1.24301  0.03
72 C 0.73944 2.38220 0.47139  -0.02
73 C -0.45415 3.00356 0.71462  0.00
74 C -0.55566 3.89597 1.80797  0.00
75 C 0.55049 4.22740 2.56068  0.01
76 C 1.81384 3.62686 2.31021  0.00
77 C 2.95557 3.83290 3.12398  0.00
78 H 4.96662 3.23974 3.61198  0.00
79 H 5.10814 1.54062 1.77564  0.00
80 H 3.28915 1.33815 0.10724  0.03
81 H -1.30682 2.80773 0.06190  0.00
82 H -1.52065 4.34597 2.01848  0.00
83 H 0.49734 4.96740 3.36781  0.00
84 H 2.89194 4.59516 3.90351  0.00

Forces on the atoms, in the same order (eV/Å):
Tb -0.053 0.188 -1.004
C 0.819 -0.822 0.138
C 0.679 0.117 1.288
C -0.827 -0.121 -0.454
C -0.238 -0.691 -0.610
C -1.221 0.385 0.859
C -0.568 0.205 -0.027
H 0.069 0.103 0.280
H -0.027 -0.225 -0.214
H 0.172 0.047 -0.222
C 0.066 0.651 0.248
H 0.364 -0.176 -0.154
H -0.205 -0.237 0.056
H -0.277 -0.075 -0.240
C 0.595 -0.108 0.291
H 0.034 -0.088 -0.203
H -0.080 -0.253 0.074
H -0.014 0.221 -0.012
C 0.227 -0.420 -0.243
H 0.034 0.263 -0.086
H -0.214 -0.034 -0.196
H 0.160 0.031 0.144
C -0.271 -0.452 -0.331
H -0.067 0.196 -0.061
H -0.163 0.037 0.212
H 0.331 -0.028 -0.080
C 0.695 -0.213 1.008
C -0.279 0.500 0.185
C -0.474 -0.564 0.134
C -1.283 -0.026 -0.086
C 1.869 -0.804 -0.921
C -0.932 -0.699 1.162
C 0.101 0.185 -0.533
C -1.033 0.274 3.694
H -0.036 0.229 0.024
H -0.206 0.385 0.353
H -0.242 0.137 -0.384
H 0.380 0.499 2.385
H -0.133 -0.538 0.131
H 0.313 0.058 -0.461
H -0.202 -0.189 -0.450
H 0.202 0.051 -0.543
H 0.823 -0.022 0.765
H 0.136 -0.047 -0.049
H 0.323 0.279 0.041
H 0.227 0.366 0.413
P -1.590 -0.870 -2.381
C 0.523 0.454 -0.942
C 0.407 -0.047 -2.113
P -1.928 1.202 -0.834
C 1.338 -0.193 -1.080
C 0.478 -0.441 0.015
C 0.693 -0.154 -0.071
H -0.316 0.012 -0.104
H 0.233 -0.096 -0.072
H 0.043 0.426 0.256
H -0.409 -0.395 -0.112
H 0.501 0.015 0.051
H -0.061 0.447 0.120
H -0.026 -0.131 0.267
H 0.052 0.272 0.011
H -0.102 -0.189 -0.138
H -0.335 -0.135 -0.075
H 0.535 -0.083 0.458
H -0.286 -0.083 -0.162
H -0.089 -0.117 0.281
H 0.284 0.247 0.235
C -0.532 0.397 0.289
C -0.517 -0.510 -1.147
C 0.452 0.877 0.476
C -0.376 0.304 0.498
C 0.078 -0.285 -0.761
C 0.377 0.473 0.429
C 0.055 0.553 -0.144
C 0.021 0.192 -0.045
C 0.357 -0.851 -0.345
C 0.343 -0.114 -0.077
H -0.243 -0.038 -0.181
H -0.150 0.294 0.146
H 0.460 0.557 0.881
H 0.033 -0.015 0.347
H 0.124 0.073 0.115
H -0.146 -0.378 -0.265
H 0.146 -0.244 -0.149

Max |F| = 3.8 eV Å⁻¹
Highest occupied orbital energy (spin up / spin down) = -7.3 / -7.5 eV
Net charge = +1
Multiplicity = 7
Lowest unoccupied orbital energy (spin up / spin down) = -3.30 / -3.13 eV

=====

Computed energy above the lowest of the compared OMol25 structures with the same formula, charge and spin, in the same sequence as the records: 6.36; 50.61 kcal per mole.